47
Properties=species:S:1:pos:R:3:forces:R:3 method="wB97M-V/def2-TZVPD" smiles="C=C/C=C/C=C.O.O.O.O.O.O.O.O.O.O.O" homo_lumo_gap_ev=8.7828 e_above_lowest_ev=4.343 multiplicity=1 lumo_energy_ev=0.142
C 2.797 1.726 0.497 3.143 0.892 1.968
C 3.309 0.683 1.216 -1.023 3.097 -2.369
C 1.280 2.910 -1.134 1.441 -0.629 -0.296
C 1.590 1.968 -0.252 -1.947 -1.491 1.502
C -0.652 2.791 -2.770 1.570 -0.509 -0.538
C -0.060 3.109 -1.640 -0.922 1.343 1.044
H 3.417 2.629 0.743 -0.367 -0.511 -1.131
H 4.285 0.745 1.625 0.490 0.122 0.619
H 2.748 -0.161 1.320 -1.149 -2.234 0.340
H 2.030 3.607 -1.468 0.396 0.207 -0.077
H 0.728 1.357 0.139 0.977 0.429 -0.913
H -0.093 2.318 -3.572 -0.142 -0.300 0.191
H -1.663 2.990 -2.961 -1.216 0.514 -0.143
H -0.554 3.750 -0.896 -0.696 -0.401 -0.313
H 0.464 -1.055 -0.742 -1.011 -1.152 -1.204
H 0.006 -2.511 -1.203 -0.567 -1.040 1.037
O 0.357 -1.695 -1.503 0.857 2.444 -0.165
H -2.080 -2.612 0.733 0.813 1.288 0.215
H -1.504 -1.077 0.517 -0.614 -1.246 0.381
O -1.514 -1.891 1.102 -0.839 0.513 -0.677
H 2.574 -1.816 1.134 -0.227 -0.703 -1.095
H 2.119 -1.583 -0.332 0.014 0.864 -0.911
O 2.419 -2.251 0.258 0.852 -0.635 1.852
H -3.290 -0.325 -3.354 -0.112 -0.798 1.740
H -2.390 -0.722 -2.129 -2.139 -0.134 -0.748
O -3.367 -0.727 -2.431 2.487 0.865 -1.213
H 0.775 -2.646 3.723 -0.320 2.012 -3.090
H 0.459 -2.459 2.156 -1.515 -2.720 -2.870
O 0.721 -2.005 2.893 1.927 1.173 6.532
H -1.027 0.793 0.784 -1.086 0.179 -1.042
H -2.105 0.840 -0.527 1.394 -0.034 1.681
O -1.212 0.567 -0.168 -0.118 -0.144 -0.095
H 0.549 -4.529 1.092 -0.014 -0.669 0.228
H 1.077 -3.263 0.477 -0.386 0.020 0.482
O 0.278 -3.627 0.947 0.695 -0.649 -1.223
H -3.998 0.146 -0.984 0.290 -0.031 0.131
H -4.720 0.230 0.314 -0.763 -0.017 0.741
O -3.873 0.430 -0.054 -0.043 0.065 -0.804
H -0.275 -0.839 -3.155 0.225 0.286 0.216
H -0.107 -0.907 -4.658 -0.513 1.183 0.958
O -0.403 -0.279 -3.940 0.328 -1.491 -1.121
H 0.792 2.150 3.119 0.580 0.097 0.483
H 1.735 1.078 3.255 0.584 -4.127 -0.805
O 1.684 1.949 3.469 -1.294 4.107 0.619
H -0.565 -0.494 2.743 0.462 -0.517 0.284
H -1.875 0.300 2.702 2.735 0.399 0.759
O -0.865 0.408 2.913 -3.239 0.088 -1.157